Record 1
29
Properties=species:S:1:pos:R:3:mulliken_charge:R:1 method="wB97M-V/def2-TZVPD" homo_lumo_gap_ha=0.347 smiles=CCc1c[nH]cn1.CC(C)C molar_mass_g_mol=154.26 e_homo_ev=-8.7 relative_energy_kj_mol=16.9 e_lumo_ev=0.80
H 2.22 1.16 3.63 0.4045
C -1.93 -1.16 -1.35 -0.6902
H -1.16 -0.81 -4.03 0.3474
C -0.31 -0.81 -3.36 -0.5386
C 0.41 0.98 0.70 -1.2278
H -0.22 0.55 4.09 0.3780
H 0.27 0.99 -2.28 0.0893
C -0.53 -2.31 -0.12 -0.4649
H -0.46 0.44 0.30 0.1308
H 0.44 -1.53 -3.68 0.2664
N 0.10 -2.02 -1.22 -0.5248
H 1.07 -0.52 2.05 0.1642
C 2.00 1.35 2.57 -1.4288
H 2.76 1.20 1.81 0.3776
H -0.08 -2.82 0.71 0.4736
C 0.76 0.53 2.14 0.7992
H 1.47 0.51 -3.53 0.2613
H -2.85 -0.63 -1.57 0.3826
H -1.32 0.21 2.64 0.2914
C -0.45 0.74 3.03 -1.3169
H -2.44 -1.84 0.60 0.2016
N -1.79 -1.83 -0.17 0.0128
C -0.75 -1.29 -2.01 0.6554
H -0.76 1.79 2.96 0.3080
H 1.25 0.80 0.05 0.4249
H 1.72 2.41 2.51 0.3027
C 0.41 0.56 -3.27 -0.7908
H 0.14 2.03 0.75 0.4156
H 0.01 1.33 -3.94 0.2954



Record 2
29
Properties=species:S:1:pos:R:3:mulliken_charge:R:1 method="wB97M-V/def2-TZVPD" homo_lumo_gap_ha="0.317 / 0.254" molar_mass_g_mol=154.26 e_homo_ev="-7.6 / -6.7" relative_energy_kj_mol=617.9 e_lumo_ev="1.05 / 0.24"
H 3.16 1.63 1.71 0.2504
H -2.19 2.25 -0.82 0.4504
H -2.16 -0.36 1.73 0.4942
H 3.31 -0.33 -1.21 0.3431
H 1.04 2.58 1.02 0.3233
H -0.21 1.48 -1.69 0.2590
H 2.35 -1.59 0.67 0.2904
C -1.68 1.67 -0.12 -0.7625
H 0.05 -1.38 2.00 0.4090
H 1.74 0.25 -1.71 0.3644
C -1.77 -0.85 0.91 -1.1399
H 0.21 -2.97 0.10 0.3449
C 0.80 1.72 0.38 -0.9191
N 3.23 0.84 0.95 -1.0372
H -1.79 2.17 0.84 0.3253
C 0.28 -1.89 -0.17 -0.1184
H 2.34 -2.28 -1.01 0.3949
C -0.21 1.91 -0.64 -0.3006
H -1.65 -0.35 -1.03 0.1931
C 2.22 -0.19 -0.91 -0.7336
H -2.38 -1.74 0.80 0.3881
H -0.31 2.93 -0.86 0.4233
H -0.28 -1.44 -1.04 0.0343
H -3.25 0.13 -0.26 0.3672
C -2.14 0.23 -0.23 -0.6275
H 0.21 -0.10 0.85 -0.3807
C 1.79 -1.56 -0.38 -0.7443
C -0.24 -1.12 0.97 0.3806
N 2.28 0.82 0.10 0.7281



Record 3
31
Properties=species:S:1:pos:R:3:mulliken_charge:R:1 method="wB97M-V/def2-TZVPD" homo_lumo_gap_ha=0.089 molar_mass_g_mol=186.26 e_homo_ev=-4.1 relative_energy_kj_mol=961.8 e_lumo_ev=-1.68
H -1.12 -0.52 1.35 0.2948
H -0.45 0.28 4.45 0.3012
C -0.85 0.18 2.24 0.1053
H -1.03 1.86 -1.11 0.2597
H 1.12 1.15 -4.25 0.3699
H 2.53 -2.18 -1.96 0.3983
C 1.23 0.80 -3.22 -0.6127
H 0.03 0.55 -0.59 0.0842
H 2.45 -0.83 -3.98 0.3424
H -3.23 0.35 6.44 0.3199
C -0.37 -0.54 3.68 -0.4878
H 1.96 1.44 -2.73 0.4261
H -2.44 1.76 1.57 0.1995
H 0.25 -1.34 -4.64 0.3565
C -2.90 -0.44 5.73 -0.5503
H -1.53 2.21 3.27 0.2709
H 1.30 -1.21 -1.15 0.4262
C -2.24 -1.04 4.88 0.1305
O -0.27 1.51 1.96 -0.4663
H -0.35 -1.10 -3.13 0.3666
O -0.06 0.89 -2.64 -0.4397
C 2.12 -1.17 -1.88 -1.4368
C -0.07 1.38 -1.29 -0.4573
H 0.68 -0.89 3.49 0.2645
N -1.33 -1.60 3.98 -0.8187
N 0.47 -1.47 -3.65 -0.2991
H 0.72 2.11 -1.11 0.3082
C -1.76 1.52 2.43 -0.5458
C 1.66 -0.67 -3.23 0.1743
H 2.90 -0.53 -1.47 0.3660
H 0.56 -2.47 -3.46 0.3498